The molecule C22H26N2O7. Source: the Open Molecules 2025 dataset; level of theory: the ωB97M-V functional and the def2-TZVPD basis.

Summary:
net charge: 0
SMILES: CCOc1ccc(CCNC(=O)COC(=O)c2ccc(C)c([N+](=O)[O-])c2)cc1OCC

Element x y z (Å)
O: 0.05 -3.19 -0.50
O: -4.88 0.48 0.03
O: -1.94 -1.26 0.40
O: -3.89 0.46 -1.87
O: 0.90 1.50 -1.91
O: 1.46 3.34 -0.74
O: 4.68 2.91 0.05
N: -3.99 0.82 -0.72
N: 3.50 1.15 -0.75
C: 1.74 -1.72 0.43
C: -4.50 2.66 1.58
C: -0.71 2.50 -0.47
C: -0.59 -1.17 0.60
C: 1.10 0.28 1.55
C: 3.75 2.46 -0.59
C: 1.42 -5.01 0.41
C: 1.00 -4.19 -0.81
C: -2.97 1.72 -0.23
C: 2.75 3.37 -1.33
C: -0.22 -0.04 1.31
C: 2.11 -0.56 1.10
C: -2.57 -2.41 -0.17
C: -3.20 2.59 0.84
C: 0.42 -2.05 0.17
C: -2.55 -2.42 -1.69
C: 4.23 0.13 -0.04
C: -1.75 1.68 -0.88
C: 3.56 -0.23 1.30
C: -2.15 3.42 1.22
C: -0.93 3.39 0.59
C: 0.61 2.38 -1.12
H: 2.69 3.06 -2.38
H: 2.53 -2.38 0.10
H: -1.53 -2.46 -2.06
H: 0.54 -5.47 0.86
H: 1.35 1.18 2.10
H: -5.34 2.71 0.89
H: -3.03 -1.54 -2.09
H: -0.13 4.04 0.91
H: -1.59 0.99 -1.70
H: -4.64 1.75 2.17
H: 2.11 -5.79 0.11
H: 0.48 -4.83 -1.52
H: 1.87 -3.76 -1.31
H: -1.01 0.60 1.68
H: 5.24 0.51 0.15
H: 4.29 -0.75 -0.68
H: -2.13 -3.32 0.24
H: 3.09 4.40 -1.25
H: 2.66 0.87 -1.25
H: 4.09 -1.07 1.74
H: -4.52 3.52 2.24
H: 1.90 -4.38 1.16
H: 3.65 0.63 1.97
H: -3.08 -3.30 -2.04
H: -2.31 4.11 2.04
H: -3.60 -2.32 0.19

Want to see where the charge sits? The natural (NBO) charges in e are:
1 O -0.526
2 O -0.375
3 O -0.516
4 O -0.382
5 O -0.618
6 O -0.494
7 O -0.617
8 N 0.522
9 N -0.625
10 C -0.314
11 C -0.634
12 C -0.185
13 C 0.236
14 C -0.236
15 C 0.645
16 C -0.640
17 C -0.059
18 C 0.072
19 C -0.164
20 C -0.227
21 C -0.019
22 C -0.060
23 C 0.026
24 C 0.308
25 C -0.647
26 C -0.215
27 C -0.122
28 C -0.427
29 C -0.219
30 C -0.125
31 C 0.807
32 H 0.211
33 H 0.210
34 H 0.216
35 H 0.215
36 H 0.214
37 H 0.238
38 H 0.228
39 H 0.237
40 H 0.267
41 H 0.248
42 H 0.216
43 H 0.196
44 H 0.170
45 H 0.220
46 H 0.230
47 H 0.194
48 H 0.185
49 H 0.221
50 H 0.432
51 H 0.214
52 H 0.213
53 H 0.214
54 H 0.220
55 H 0.211
56 H 0.221
57 H 0.190

***

C22H26N3O4PbSeTe4 as an isolated structure. Source: the Open Molecules 2025 dataset; level of theory: the ωB97M-V functional and the def2-TZVPD basis.

Summary:
net charge: -1

Element x y z (Å)
Pb: -0.90 -0.75 0.18
Te: 1.90 -1.54 -0.24
Te: 1.29 -2.55 3.57
Te: -1.25 -1.92 2.85
Te: 1.98 -3.77 1.28
Se: -1.93 -1.40 -3.72
O: 4.39 0.48 2.79
O: -0.54 3.33 0.15
O: -0.03 1.28 0.88
O: 5.98 1.88 2.38
N: 4.80 1.53 2.37
N: -0.38 0.86 -2.93
N: 0.86 -0.77 -3.72
C: 0.95 1.28 -2.83
C: -2.26 2.39 -4.90
C: 1.51 2.43 -2.31
C: -1.52 1.69 -2.54
C: 0.22 2.50 0.64
C: -1.76 2.83 -3.53
C: 1.29 -2.08 -4.17
C: 2.01 4.25 0.77
C: 0.41 -0.39 -6.87
C: 3.11 0.31 -3.32
C: 1.73 0.24 -3.33
C: 3.31 4.67 1.03
C: 4.24 3.78 1.54
C: 3.82 2.48 1.81
C: -0.42 -0.39 -3.45
C: 1.62 2.94 1.02
C: 1.85 -2.10 -5.59
C: 2.53 2.04 1.56
C: -3.70 1.89 -4.88
C: 0.84 -1.85 -6.71
C: 3.68 1.46 -2.80
C: 2.90 2.50 -2.30
H: -2.17 3.23 -5.59
H: 0.43 -2.74 -4.08
H: -4.03 1.61 -5.88
H: -1.61 1.60 -5.29
H: -3.81 1.01 -4.24
H: 1.28 0.27 -6.92
H: -0.22 -0.06 -6.05
H: 3.72 -0.51 -3.68
H: -0.05 -2.47 -6.54
H: -4.37 2.67 -4.51
H: -0.16 -0.26 -7.79
H: 3.38 3.37 -1.87
H: 2.04 -2.42 -3.45
H: 2.29 -3.09 -5.72
H: -2.48 3.51 -3.07
H: 5.26 4.06 1.74
H: 3.61 5.69 0.82
H: 4.76 1.55 -2.76
H: -1.33 2.09 -1.55
H: -0.83 3.40 -3.63
H: 2.67 -1.38 -5.68
H: 1.28 4.93 0.36
H: -2.38 1.01 -2.49
H: 1.29 -2.19 -7.65
H: 2.24 1.02 1.76
H: 0.90 3.22 -1.88

Want to see where the charge sits? The natural (NBO) charges in e are:
1 Pb 0.899
2 Te -0.477
3 Te -0.040
4 Te -0.461
5 Te -0.036
6 Se -0.295
7 O -0.352
8 O -0.705
9 O -0.842
10 O -0.411
11 N 0.519
12 N -0.418
13 N -0.403
14 C 0.178
15 C -0.386
16 C -0.252
17 C -0.255
18 C 0.791
19 C -0.405
20 C -0.229
21 C -0.156
22 C -0.608
23 C -0.227
24 C 0.111
25 C -0.239
26 C -0.209
27 C 0.075
28 C 0.297
29 C -0.141
30 C -0.401
31 C -0.180
32 C -0.617
33 C -0.399
34 C -0.217
35 C -0.209
36 H 0.194
37 H 0.248
38 H 0.205
39 H 0.201
40 H 0.224
41 H 0.196
42 H 0.213
43 H 0.223
44 H 0.212
45 H 0.191
46 H 0.205
47 H 0.218
48 H 0.225
49 H 0.209
50 H 0.210
51 H 0.238
52 H 0.211
53 H 0.214
54 H 0.261
55 H 0.205
56 H 0.195
57 H 0.238
58 H 0.240
59 H 0.193
60 H 0.280
61 H 0.249

***

The molecule C22H26N4O3S. Source: the Open Molecules 2025 dataset; level of theory: the ωB97M-V functional and the def2-TZVPD basis.

Summary:
net charge: 0
SMILES: CC(C)[C@H](NC(=O)c1cccc(S(=O)(=O)N2CCCC2)c1)c1nc2ccccc2[nH]1

Element x y z (Å)
S: -2.13 -0.14 -2.32
O: -1.20 -1.23 -2.21
O: 2.48 3.11 0.27
O: -2.87 0.01 -3.53
N: 1.05 1.84 1.49
N: 3.22 -1.05 1.83
N: 1.15 -0.79 1.07
N: -3.20 -0.13 -1.01
C: 2.61 0.39 4.64
C: 2.04 1.15 2.30
C: 3.63 -3.37 0.90
C: -4.59 -0.47 -1.32
C: 2.12 -0.24 1.74
C: 0.33 2.59 -0.65
C: 1.60 -2.02 0.67
C: -4.83 -1.90 -0.80
C: -1.27 1.39 -1.97
C: 1.54 2.62 4.26
C: -1.64 2.56 -2.61
C: -0.99 3.74 -2.29
C: 1.63 1.17 3.78
C: -0.29 1.39 -0.99
C: 1.71 -4.15 -0.36
C: 3.00 -4.33 0.14
C: 2.92 -2.21 1.15
C: -2.80 -0.99 0.09
C: 0.99 -2.99 -0.11
C: -0.01 3.76 -1.32
C: 1.41 2.55 0.39
C: -3.48 -2.32 -0.21
H: -4.72 -0.38 -2.40
H: 0.01 -2.83 -0.53
H: 4.09 -0.83 2.27
H: 2.52 3.09 4.22
H: 0.00 0.46 -0.54
H: 2.34 0.47 5.69
H: 0.17 1.34 1.43
H: 4.64 -3.51 1.27
H: -5.60 -1.89 -0.02
H: -1.72 -1.05 0.13
H: -1.26 4.66 -2.81
H: 3.52 -5.25 -0.08
H: 0.64 0.71 3.86
H: 2.61 -0.67 4.38
H: 0.86 3.19 3.63
H: -3.18 -0.55 1.02
H: 0.50 4.68 -1.07
H: 1.18 2.66 5.28
H: 2.99 1.67 2.16
H: -2.41 2.51 -3.36
H: -3.58 -2.95 0.67
H: -5.24 0.26 -0.83
H: -2.89 -2.85 -0.96
H: 3.62 0.78 4.52
H: 1.27 -4.92 -0.97
H: -5.16 -2.57 -1.59

Want to see where the charge sits? The natural (NBO) charges in e are:
1 S 2.313
2 O -0.943
3 O -0.605
4 O -0.940
5 N -0.610
6 N -0.537
7 N -0.531
8 N -0.668
9 C -0.614
10 C -0.097
11 C -0.233
12 C -0.239
13 C 0.400
14 C -0.064
15 C 0.147
16 C -0.427
17 C -0.315
18 C -0.607
19 C -0.169
20 C -0.207
21 C -0.205
22 C -0.217
23 C -0.227
24 C -0.213
25 C 0.087
26 C -0.237
27 C -0.210
28 C -0.180
29 C 0.665
30 C -0.422
31 H 0.242
32 H 0.232
33 H 0.423
34 H 0.205
35 H 0.262
36 H 0.220
37 H 0.411
38 H 0.213
39 H 0.206
40 H 0.237
41 H 0.222
42 H 0.214
43 H 0.202
44 H 0.213
45 H 0.225
46 H 0.195
47 H 0.231
48 H 0.211
49 H 0.242
50 H 0.241
51 H 0.216
52 H 0.196
53 H 0.219
54 H 0.199
55 H 0.215
56 H 0.219

***

ΔE to the lowest compared entry with this formula, charge and spin values (in kcal/mol) by entry order: 88.4, 0.0, 39.3.